Entry 1:
{"formula": "C12H19CuNO", "method": "ωB97M-V/def2-TZVPD", "homo_ev": [1.65, 2.39], "e_lumo_ev": [5.8400, 5.8587], "molar_mass_g_mol": 256.84, "spin_multiplicity": 2, "gap_ev": [4.194, 3.468], "total_charge": -2, "species": ["Cu", "O", "N", "C", "C", "C", "C", "C", "C", "C", "C", "C", "C", "C", "C", "H", "H", "H", "H", "H", "H", "H", "H", "H", "H", "H", "H", "H", "H", "H", "H", "H", "H", "H"], "positions_angstrom": [[0.000, 0.000, 0.000], [0.976, 1.351, 1.106], [-0.148, -0.702, 1.552], [-1.298, 1.688, -1.116], [3.153, 2.284, 1.508], [-0.812, 0.849, -2.156], [1.668, 2.310, 1.891], [1.499, 1.952, 3.373], [1.075, 3.697, 1.612], [-2.152, 0.909, -0.279], [-2.205, -0.411, -0.812], [1.537, -1.606, -1.044], [0.732, -2.428, -0.360], [-1.367, -0.450, -1.960], [0.044, -3.437, 0.136], [3.580, 1.274, 1.690], [3.277, 2.524, 0.430], [-1.188, -1.328, -2.585], [0.422, 1.951, 3.648], [1.327, -1.347, -2.089], [0.322, -4.463, -0.143], [-0.797, -3.288, 0.817], [-2.668, 1.258, 0.617], [2.476, -1.244, -0.612], [-1.044, 2.738, -0.964], [-2.759, -1.251, -0.391], [1.178, 3.950, 0.535], [1.594, 4.475, 2.212], [2.029, 2.686, 4.018], [-0.006, 3.712, 1.869], [3.726, 3.026, 2.105], [-0.393, -1.198, 2.417], [1.909, 0.939, 3.574], [-0.125, 1.143, -2.953]], "forces_ev_per_angstrom": [[0.5, 0.9, -2.4], [2.4, 3.4, 1.2], [-0.8, -3.2, 4.4], [-0.5, -0.1, -0.1], [0.6, 0.2, 0.0], [-0.2, 0.0, 0.1], [-1.5, -2.0, -2.1], [0.0, 0.0, 0.6], [0.0, 0.6, 0.1], [-0.4, 0.2, -0.8], [-0.4, 0.5, -0.6], [0.2, -1.1, 0.0], [0.5, 0.3, -0.6], [-0.6, 0.1, -0.2], [0.0, 0.2, -0.1], [-0.3, 0.5, -0.1], [-0.2, -0.1, 0.6], [0.0, 0.2, 0.2], [0.6, -0.1, -0.3], [-0.1, 0.0, 0.6], [0.0, 0.3, 0.1], [0.4, 0.2, -0.3], [0.3, -0.1, -0.2], [-0.5, -0.1, 0.0], [0.0, -0.4, 0.0], [0.3, 0.3, -0.1], [0.0, -0.2, 0.6], [-0.2, 0.0, -0.2], [-0.1, -0.2, 0.0], [0.6, -0.1, -0.2], [0.1, -0.2, -0.2], [-0.3, -0.2, -0.1], [-0.3, 0.5, -0.2], [-0.2, -0.1, 0.3]]}

=====

Entry 2:
{"formula": "C23H24N5O4PdS", "method": "ωB97M-V/def2-TZVPD", "homo_ev": [-17.15, -17.15], "e_lumo_ev": [-12.5996, -12.6110], "molar_mass_g_mol": 572.96, "e_above_lowest_kcal_mol": 0.00, "spin_multiplicity": 1, "gap_ev": [4.546, 4.535], "total_charge": 3, "species": ["Pd", "S", "O", "O", "O", "O", "N", "N", "N", "N", "N", "C", "C", "C", "C", "C", "C", "C", "C", "C", "C", "C", "C", "C", "C", "C", "C", "C", "C", "C", "C", "C", "C", "C", "H", "H", "H", "H", "H", "H", "H", "H", "H", "H", "H", "H", "H", "H", "H", "H", "H", "H", "H", "H", "H", "H", "H", "H"], "positions_angstrom": [[0.646, 0.216, 0.224], [4.808, -1.232, 1.399], [-5.920, 1.760, 0.710], [1.677, 1.000, -1.919], [-4.697, -4.131, 0.122], [0.754, 1.981, 2.683], [1.196, 2.012, 1.417], [2.475, -0.683, 0.544], [1.736, 1.676, -0.945], [-1.202, 1.016, -0.240], [-0.619, -1.440, 0.221], [-1.059, -3.767, 0.421], [2.196, 2.784, -0.491], [-3.415, -4.651, 0.338], [-2.426, -3.531, 0.288], [-1.389, 2.331, -0.444], [1.872, 2.986, 0.932], [2.991, -1.595, -0.391], [-1.938, -1.193, 0.114], [2.306, 4.192, 1.693], [3.046, -2.998, -2.311], [-3.738, 2.108, -0.091], [-2.857, -2.216, 0.116], [4.281, -2.013, -0.059], [-0.187, -2.704, 0.373], [-3.535, 0.743, 0.092], [-2.635, 2.908, -0.392], [3.334, -0.422, 1.501], [4.972, -2.933, -0.847], [-5.114, 2.681, 0.028], [4.337, -3.428, -1.962], [2.369, -2.078, -1.545], [-2.267, 0.218, -0.013], [2.947, 3.740, -1.358], [-0.512, 2.922, -0.666], [-3.914, -2.029, -0.015], [3.123, 0.245, 2.324], [-5.357, -4.832, 0.149], [1.480, 4.904, 1.793], [2.653, 3.931, 2.695], [-5.481, 2.874, -0.991], [-3.137, -5.409, -0.403], [0.878, -2.855, 0.455], [0.988, 2.797, 3.163], [-3.324, -5.136, 1.319], [3.118, 4.702, 1.182], [-4.384, 0.120, 0.338], [-0.673, -4.769, 0.558], [-6.795, 2.126, 0.872], [5.978, -3.240, -0.592], [2.991, 3.383, -2.384], [-5.073, 3.659, 0.518], [2.454, 4.715, -1.341], [1.389, -1.727, -1.843], [-2.741, 3.970, -0.570], [2.582, -3.395, -3.204], [3.966, 3.857, -0.983], [4.847, -4.151, -2.584]], "forces_ev_per_angstrom": [[-0.8, 1.4, 0.4], [0.0, -0.1, -0.1], [0.2, -0.1, 0.0], [0.0, -0.1, -0.4], [0.1, 0.1, 0.0], [-0.1, -0.2, 0.2], [-0.3, -0.8, -0.3], [-0.5, 0.1, -0.3], [0.2, -0.4, -0.8], [0.7, 0.3, 0.5], [1.2, -0.3, 0.1], [-0.1, 0.1, 0.0], [-0.2, 0.1, 0.7], [-0.1, -0.2, 0.1], [0.0, 0.0, 0.0], [-0.1, -0.1, 0.0], [0.2, 0.1, 0.1], [0.1, 0.0, 0.1], [-0.1, -0.2, 0.0], [-0.1, 0.0, 0.0], [0.1, -0.1, 0.0], [0.0, 0.0, 0.1], [-0.1, -0.1, 0.0], [0.0, 0.0, 0.1], [-0.1, -0.1, 0.1], [-0.1, 0.0, -0.1], [0.0, -0.1, -0.1], [0.0, 0.0, 0.2], [0.1, 0.0, 0.1], [-0.2, 0.2, -0.1], [0.0, 0.0, 0.0], [0.0, 0.1, 0.0], [-0.1, 0.3, 0.0], [0.0, -0.1, -0.3], [0.0, 0.0, 0.1], [0.0, 0.0, 0.1], [-0.1, 0.0, 0.0], [0.0, -0.1, 0.0], [0.0, 0.0, 0.0], [0.0, 0.0, 0.0], [0.0, 0.0, 0.0], [0.0, 0.1, -0.1], [0.0, 0.0, 0.0], [0.0, 0.1, -0.1], [0.0, 0.0, 0.0], [0.0, 0.0, 0.0], [0.0, 0.0, -0.1], [0.0, 0.0, 0.0], [-0.1, 0.0, 0.0], [0.0, 0.0, 0.0], [0.0, 0.0, 0.0], [0.1, 0.0, 0.1], [0.0, 0.0, 0.0], [0.0, -0.1, 0.0], [0.0, 0.0, 0.0], [0.0, 0.0, 0.0], [0.0, 0.0, 0.0], [0.0, 0.0, 0.0]]}

=====

Entry 3:
{"formula": "C42H82O14S", "method": "ωB97M-V/def2-TZVPD", "homo_ev": -9.15, "e_lumo_ev": -0.0470, "molar_mass_g_mol": 843.17, "spin_multiplicity": 1, "gap_ev": 9.107, "smiles": "CCCCCCC[C@@]1(CCCCCCOC(C)=O)OS(=O)(=O)O[C@H]1COO.C1CCOC1.C1CCOC1.C1CCOC1.C1CCOC1.C1CCOC1.C1CCOC1", "species": ["S", "O", "O", "O", "O", "O", "O", "O", "O", "O", "O", "O", "O", "O", "O", "C", "C", "C", "C", "C", "C", "C", "C", "C", "C", "C", "C", "C", "C", "C", "C", "C", "C", "C", "C", "C", "C", "C", "C", "C", "C", "C", "C", "C", "C", "C", "C", "C", "C", "C", "C", "C", "C", "C", "C", "C", "C", "H", "H", "H", "H", "H", "H", "H", "H", "H", "H", "H", "H", "H", "H", "H", "H", "H", "H", "H", "H", "H", "H", "H", "H", "H", "H", "H", "H", "H", "H", "H", "H", "H", "H", "H", "H", "H", "H", "H", "H", "H", "H", "H", "H", "H", "H", "H", "H", "H", "H", "H", "H", "H", "H", "H", "H", "H", "H", "H", "H", "H", "H", "H", "H", "H", "H", "H", "H", "H", "H", "H", "H", "H", "H", "H", "H", "H", "H", "H", "H", "H", "H"], "positions_angstrom": [[3.795, -3.998, -0.904], [0.614, -3.495, -4.736], [-5.903, -4.643, -1.986], [-3.217, 1.086, 3.428], [5.144, 2.467, -2.987], [0.051, 4.450, 1.208], [8.888, -2.486, -3.484], [-2.410, -3.781, 5.124], [-4.088, 9.256, -0.499], [3.344, -2.876, 0.336], [2.965, -5.341, -0.909], [-0.707, 6.320, 2.511], [5.258, -4.508, -0.932], [3.170, -3.262, -2.345], [1.169, -2.520, -4.054], [3.532, 0.135, 0.037], [2.234, -0.739, 0.624], [-3.082, -2.532, 1.357], [-5.539, -3.708, -3.011], [5.318, 1.299, -5.039], [-2.795, 3.040, 4.696], [0.959, -3.054, 0.742], [-3.113, 10.046, -1.194], [-3.219, 11.454, -0.649], [-3.712, 1.847, 4.538], [-4.153, -2.105, 2.524], [-2.348, 3.283, 3.277], [-5.905, -3.276, 0.730], [-5.856, -5.966, -2.538], [2.287, 2.472, 0.484], [5.191, 1.145, -3.540], [-2.242, 1.876, 2.733], [-5.579, -2.939, 2.308], [8.370, -4.780, -3.218], [-1.185, -5.413, 6.325], [8.201, -3.575, -4.116], [2.271, 4.006, -0.103], [-4.971, -4.515, -4.158], [2.077, -2.202, -0.101], [-1.488, -2.320, 1.808], [-0.601, -2.620, 0.460], [-3.666, 11.210, 0.769], [2.855, 1.461, -0.713], [2.172, -2.336, -1.731], [-4.583, 10.017, 0.612], [0.823, -2.589, -2.626], [-0.835, 5.640, 1.363], [-1.905, 6.121, 0.178], [1.392, 5.033, 0.878], [5.508, 3.402, -4.012], [6.076, 2.596, -5.160], [-5.728, -5.812, -4.038], [8.457, -4.147, -1.853], [9.219, -2.872, -2.143], [-1.884, -5.111, 5.017], [-1.985, -4.597, 7.306], [-2.322, -3.365, 6.494], [-5.839, -2.358, 0.008], [8.962, -2.064, -1.452], [7.147, -3.295, -4.210], [4.600, 3.937, -4.314], [-6.722, -5.703, -4.488], [-2.727, -5.791, 4.853], [2.963, 2.326, 1.443], [1.214, 6.027, 0.264], [-6.755, -6.518, -2.249], [-4.611, 9.388, 1.506], [1.161, -2.812, 1.894], [3.398, 4.375, -0.109], [8.610, -3.736, -5.117], [-3.266, -2.906, 6.801], [7.450, -3.906, -1.492], [-1.159, -6.480, 6.558], [3.590, 1.999, -1.453], [-1.932, 2.769, 5.316], [4.292, 0.593, -3.250], [-3.290, 3.900, 5.154], [4.085, -0.456, -0.840], [-2.904, -5.132, 7.571], [-1.446, -4.365, 8.229], [-4.161, 12.070, 1.228], [-1.191, -2.960, 2.743], [6.064, 0.637, -3.117], [9.312, -5.291, -3.450], [-2.429, 1.828, 1.656], [-1.256, 1.444, 2.936], [-3.300, 9.998, -2.270], [-3.123, 3.837, 2.734], [4.324, 1.407, -5.490], [-3.327, -1.851, 0.414], [-4.983, -6.474, -2.115], [-7.024, -3.689, 0.685], [0.284, -3.622, -2.417], [5.819, 0.452, -5.515], [-1.111, -3.563, -0.066], [10.301, -3.038, -2.100], [-6.503, -2.334, 2.731], [-3.013, 5.860, 0.458], [-2.127, 9.614, -0.990], [-5.211, -4.176, 0.384], [-3.772, -2.425, 3.607], [-5.550, -3.954, 2.897], [-1.546, 5.638, -0.839], [0.368, -3.126, -5.651], [-5.605, 10.331, 0.373], [2.537, -1.280, -2.152], [1.995, 5.293, 1.856], [-1.528, -2.613, 6.565], [7.146, 2.417, -4.997], [1.803, 3.943, -1.191], [1.906, 1.034, -1.294], [8.947, -4.777, -1.106], [0.003, -1.756, -2.433], [-2.283, 12.012, -0.725], [4.259, 0.488, 0.885], [-3.901, -4.693, -3.996], [2.522, -0.964, 1.761], [5.954, 3.088, -6.128], [-3.994, 12.007, -1.192], [-1.412, 3.842, 3.201], [-1.419, -1.168, 2.111], [-1.791, 7.301, 0.043], [-4.824, -2.984, -2.612], [-3.158, -3.685, 1.064], [7.556, -5.503, -3.316], [-5.092, -4.023, -5.127], [6.223, 4.127, -3.613], [-6.446, -3.174, -3.313], [1.193, 2.103, 0.774], [1.232, -0.124, 0.529], [-4.734, 2.160, 4.300], [-0.152, -5.044, 6.290], [-0.669, -1.748, -0.336], [1.135, -4.231, 0.655], [-1.212, -5.174, 4.157], [-4.405, -0.954, 2.493], [-3.740, 1.218, 5.433], [-2.803, 10.939, 1.389], [-5.228, -6.659, -4.513]], "forces_ev_per_angstrom": [[0.4, -8.3, -0.9], [-2.7, -3.6, -3.9], [0.1, -0.1, -0.5], [0.1, 0.3, 0.1], [0.1, 0.0, -0.3], [-0.8, 3.5, -0.8], [-0.1, -0.3, 0.1], [0.2, -0.2, 0.3], [0.2, 0.3, 0.1], [1.0, -1.6, -3.3], [1.8, 5.7, 0.9], [-1.0, -4.1, -7.3], [-4.5, 4.1, 0.3], [0.7, 0.5, 5.0], [2.5, 4.1, 3.8], [-1.4, 0.7, -1.6], [1.3, 0.1, -0.2], [0.6, 0.0, 0.6], [-0.3, 0.2, 0.3], [-0.4, -0.4, -0.3], [0.2, 0.1, 0.6], [-0.5, 0.0, 0.8], [0.1, -0.4, -0.2], [0.0, 0.5, -0.5], [-0.4, -0.3, 0.0], [-0.9, -1.0, 0.3], [0.1, 0.4, -0.4], [-0.6, -1.1, 0.7], [0.1, -0.1, 0.4], [-0.2, -0.5, -0.7], [0.2, -0.2, 0.4], [0.1, -0.4, -0.1], [-0.3, 0.3, -0.5], [0.2, -0.5, -0.3], [0.6, -0.2, -0.1], [-0.2, 0.3, -0.2], [-0.5, -0.6, 1.1], [0.6, 0.2, -0.2], [0.0, -1.2, 1.8], [-1.0, 1.4, -1.0], [-0.2, -1.2, -0.4], [0.2, 0.1, 0.6], [-0.4, -0.5, 1.1], [-1.5, 3.2, -3.3], [-0.4, -0.2, 0.0], [-1.8, -0.5, 0.8], [0.8, 2.7, 5.5], [1.5, 0.1, -0.2], [1.3, 0.3, -1.1], [-0.2, 0.3, 0.2], [0.6, 0.2, -0.2], [-0.4, -0.4, -0.4], [-0.4, 0.1, 0.6], [0.3, 0.2, 0.0], [-0.3, -0.1, -0.3], [-0.4, -0.1, 0.5], [0.0, 0.4, -0.2], [0.1, -1.8, 1.4], [0.0, 0.0, -0.1], [0.0, -0.1, -0.1], [0.1, 0.1, -0.1], [0.1, -0.1, 0.0], [0.1, -0.1, 0.0], [-1.3, 0.6, -1.9], [0.5, -1.9, 1.3], [0.1, 0.1, 0.1], [0.0, 0.0, -0.2], [-0.2, -0.4, -2.6], [-2.5, -0.6, -0.3], [0.0, 0.1, 0.1], [0.1, 0.0, -0.2], [0.2, -0.1, 0.0], [0.0, 0.1, -0.1], [-1.4, -1.0, 1.6], [-0.1, 0.1, 0.0], [0.0, 0.1, 0.1], [0.1, -0.1, 0.0], [-0.9, 1.0, 2.3], [0.1, 0.1, 0.0], [-0.1, 0.0, -0.1], [0.0, -0.1, 0.0], [-0.6, 1.0, -1.9], [0.0, -0.1, 0.0], [-0.1, 0.0, 0.0], [0.0, -0.1, 0.1], [0.1, 0.1, -0.1], [0.0, -0.1, 0.1], [0.1, 0.0, 0.0], [0.1, -0.1, 0.0], [0.7, -1.6, 1.8], [0.0, -0.1, 0.0], [2.4, 0.9, 0.0], [1.4, 2.0, -0.4], [-0.1, 0.1, 0.1], [1.0, 2.1, 1.0], [0.0, 0.0, 0.1], [2.0, -1.1, -0.7], [2.4, 0.4, -0.5], [0.1, 0.1, -0.1], [-1.5, 2.2, 0.5], [-0.6, 1.0, -2.5], [0.0, 1.9, -1.2], [-1.0, 0.8, 2.2], [0.5, -0.3, 2.1], [0.0, 0.0, 0.1], [-0.7, -2.1, 1.2], [-1.4, -0.6, -1.9], [0.0, 0.0, 0.1], [-0.1, 0.1, 0.0], [1.1, 0.4, 2.3], [2.0, 1.1, 0.9], [0.0, 0.1, -0.1], [1.8, -1.5, -0.1], [-0.1, -0.1, 0.0], [-1.4, -0.9, -1.7], [-0.1, 0.1, 0.0], [-1.2, 0.3, -2.5], [0.0, 0.0, 0.1], [0.1, 0.0, 0.0], [-0.2, -0.1, 0.0], [0.2, -2.5, -0.5], [-0.3, -2.7, 0.6], [-0.1, -0.1, 0.1], [-0.1, 2.5, 0.6], [0.1, 0.1, 0.0], [0.0, 0.0, 0.1], [-0.1, -0.1, 0.1], [0.1, 0.1, -0.1], [2.3, 1.0, -0.6], [2.1, -1.4, 0.3], [0.0, 0.0, 0.1], [-0.1, -0.1, 0.0], [0.1, -1.6, 1.9], [-0.4, 2.7, -0.2], [-0.1, 0.1, 0.0], [0.8, -2.3, 0.1], [0.0, -0.1, -0.2], [-0.1, 0.0, 0.0], [-0.1, 0.1, 0.1]]}